No. 1
C23H43Cl2FFeN3O4Si | wB97M-V/def2-TZVPD

Last column: Mulliken charge in e.
Atoms and positions in Å:
C -1.52 -0.56 -3.05  -1.3067
C -1.08 -1.90 -2.53  0.4717
H -1.22 -0.42 -4.09  0.4011
H -1.08 0.22 -2.43  -0.0400
H -2.61 -0.45 -2.99  0.2793
C -0.60 -2.92 -3.26  0.1584
C -0.48 -2.92 -4.75  -1.4963
H -0.31 -3.85 -2.77  0.3836
H -0.71 -1.95 -5.20  0.3410
H -1.13 -3.68 -5.19  0.3104
H 0.55 -3.19 -5.03  0.2968
Fe -0.11 0.28 0.81  0.7310
Cl -0.27 2.09 -0.66  -0.6667
C -0.38 -2.27 2.64  0.0698
O 0.47 -1.45 2.25  -0.5588
N -0.08 -3.36 3.37  0.3862
C 1.27 -3.58 3.88  -0.9166
C -1.08 -4.37 3.71  -0.9855
H -1.46 -2.16 2.41  0.3207
H 1.91 -2.72 3.63  0.2489
H 1.69 -4.50 3.46  0.2640
H 1.22 -3.71 4.97  0.3335
H -2.03 -4.10 3.23  0.2755
H -1.21 -4.43 4.79  0.3451
H -0.76 -5.36 3.35  0.3497
H 0.80 2.91 5.61  0.3130
H -1.29 4.34 4.97  0.3235
C 1.12 3.00 4.57  -0.8922
C -0.88 4.36 3.95  -0.8509
N -0.05 3.19 3.71  0.2400
H 1.65 2.10 4.25  0.2301
C -0.32 2.33 2.75  0.5756
O 0.43 1.35 2.48  -0.6877
H -1.69 4.34 3.22  0.2503
H -1.24 2.51 2.16  0.2622
H 1.77 3.88 4.50  0.3174
H -0.30 5.28 3.84  0.3153
H 1.47 -0.27 -2.83  0.1392
H 2.34 -2.69 -2.52  0.1450
C 2.29 0.10 -2.20  -0.7378
C 3.19 -2.20 -2.02  -0.7625
N 2.77 -0.98 -1.35  0.2578
H 1.95 0.94 -1.59  0.1294
C 2.68 -0.91 0.00  0.1876
O 2.18 0.04 0.62  -0.6262
H 3.61 -2.88 -1.27  0.3082
H 3.10 -1.80 0.51  0.2860
H 3.11 0.41 -2.86  0.4025
H 3.94 -1.97 -2.78  0.3221
O -0.08 -1.16 -0.58  0.2171
C -1.10 -1.98 -1.00  -0.1768
C 0.13 -4.04 -0.11  0.4545
C -1.07 -3.41 -0.42  -0.0935
H 1.07 -3.49 -0.25  0.0041
C 0.14 -5.36 0.36  -0.6513
H -2.07 -1.54 -0.69  0.3245
C -2.27 -4.10 -0.25  -0.1564
H 1.09 -5.84 0.61  0.4226
C -1.07 -6.07 0.50  -0.5636
C -2.27 -5.43 0.19  -0.7207
H -3.19 -3.58 -0.51  0.4376
H -1.06 -7.11 0.85  0.3757
H -3.22 -5.97 0.29  0.3764
Si -0.39 6.46 -2.35  0.5253
Cl -0.66 5.33 -4.10  -0.3454
C 1.45 6.42 -2.05  -0.9177
C -1.47 5.49 -1.20  -0.3770
C -0.94 8.27 -2.48  -0.9345
H 1.83 5.39 -2.11  0.2670
H 1.70 6.82 -1.06  0.3189
H 1.98 7.01 -2.80  0.2746
H -0.33 8.82 -3.21  0.2678
H -0.82 8.77 -1.51  0.3210
H -1.99 8.35 -2.78  0.2646
H -1.18 4.43 -1.19  -0.1364
H -2.51 5.55 -1.53  0.2974
H -1.41 5.87 -0.18  0.2659
F -1.87 -0.01 1.31  -0.7858

Summary:
* relative energy (zero: lowest compared OMol25 entry of this formula, charge and spin): 0.000 eV
* energy: -3941.0456 Eh
* spin multiplicity: 6
* charge: 0
* lowest unoccupied orbital energy (spin up / spin down): 0.468 / -0.029 eV
* gap between HOMO and LUMO (spin up / spin down): 8.6 / 8.0 eV
* HOMO energy (spin up / spin down): -8.1 / -8.0 eV


No. 2
C23H43Cl3CoN3O4Si | wB97M-V/def2-TZVPD

Last column: Mulliken charge in e.
Atoms and positions in Å:
C -3.60 0.29 2.47  -0.8624
C -4.37 1.06 1.46  0.5040
H -2.94 0.93 3.06  0.1535
H -2.97 -0.47 1.99  -0.3784
H -4.27 -0.21 3.17  0.5033
C -5.32 1.97 1.82  0.0206
C -5.63 2.31 3.23  -1.4840
H -5.92 2.45 1.06  0.4867
H -4.73 2.50 3.83  0.3078
H -6.22 1.53 3.73  0.3168
H -6.25 3.21 3.24  0.3849
Co 0.18 -1.48 -0.48  0.2802
Cl 0.49 -2.36 -2.50  -0.4273
Cl -1.65 -1.92 0.47  -0.2686
H 7.71 -0.58 -2.30  0.3127
H 7.04 -3.28 -3.03  0.2942
C 7.44 -0.94 -1.29  -0.9065
C 6.97 -3.31 -1.93  -0.6238
N 6.50 -2.04 -1.39  0.1112
H 6.98 -0.14 -0.70  0.2641
C 5.20 -1.84 -1.07  0.1243
O 4.75 -0.89 -0.45  -0.6566
H 6.30 -4.13 -1.62  0.0556
H 4.52 -2.65 -1.42  0.3998
H 8.35 -1.33 -0.83  0.3084
H 7.98 -3.48 -1.54  0.3081
H 3.07 1.40 3.65  0.2874
H 0.56 2.06 1.04  0.4962
C 2.14 0.92 3.26  -0.8137
C 1.66 2.08 1.15  -1.6224
N 2.10 0.89 1.83  0.4818
H 1.18 1.59 3.55  0.1573
C 2.36 -0.25 1.15  0.0376
O 1.88 -0.54 0.05  -0.7897
H 2.11 2.15 0.16  0.3813
H 3.07 -0.90 1.70  0.4898
H 1.98 -0.09 3.70  0.3872
H 1.91 2.93 1.78  0.4770
O -2.55 0.85 -0.09  -0.1295
C -3.99 0.82 0.01  0.0357
C -4.76 3.05 -0.94  0.0054
C -4.77 1.65 -1.01  0.0434
H -4.30 3.53 -0.08  0.8746
C -5.36 3.79 -1.95  -1.1561
H -4.21 -0.24 -0.17  0.3710
C -5.45 1.00 -2.04  -0.4026
H -5.32 4.90 -1.91  0.3452
C -6.06 3.15 -2.99  -0.5084
C -6.09 1.74 -3.04  -0.6368
H -5.46 -0.10 -2.06  0.3537
H -6.53 3.73 -3.77  0.3911
H -6.62 1.23 -3.83  0.4090
Si -1.54 1.87 -1.05  0.4189
Cl -0.28 2.27 3.43  -0.6279
C -1.45 3.59 -0.43  -1.0882
C -2.19 1.76 -2.85  -1.2782
C -0.01 0.88 -1.25  -0.6387
H -2.26 4.21 -0.85  0.4162
H -0.47 4.00 -0.75  0.4662
H -1.49 3.59 0.67  0.3370
H 0.02 0.32 -0.27  0.6093
H 0.88 1.52 -1.38  0.2669
H -0.09 0.21 -2.12  0.3585
H -2.83 2.60 -3.16  0.3000
H -2.74 0.82 -3.05  0.3323
H -1.31 1.73 -3.53  0.5124
C 3.50 -5.75 0.00  -0.6699
N 2.87 -4.65 0.71  0.1404
C 3.59 -4.08 1.84  -0.8396
C 1.79 -4.02 0.18  0.2780
O 1.23 -3.04 0.68  -0.6650
H 4.37 -5.39 -0.61  0.1041
H 2.74 -6.18 -0.67  0.3269
H 3.83 -6.51 0.72  0.3088
H 2.89 -3.57 2.52  0.2916
H 4.08 -4.91 2.38  0.3709
H 4.36 -3.35 1.52  0.1829
H 1.43 -4.50 -0.76  0.2921

Summary:
* relative energy (zero: lowest compared OMol25 entry of this formula, charge and spin): 0.000 eV
* energy: -4420.2236 Eh
* spin multiplicity: 5
* charge: 0
* lowest unoccupied orbital energy (spin up / spin down): 0.091 / -3.119 eV
* gap between HOMO and LUMO (spin up / spin down): 7.4 / 3.8 eV
* HOMO energy (spin up / spin down): -7.3 / -6.9 eV


No. 3
C23H43Cl8N3O5S3 | wB97M-V/def2-TZVPD

Last column: Mulliken charge in e.
Atoms and positions in Å:
C 5.71 1.80 0.14  -1.4001
C 4.34 2.23 -0.53  0.0703
C 3.31 2.44 0.61  -1.7958
C 1.80 2.70 0.17  -0.1338
C 1.97 3.74 -0.97  -1.5518
C 0.98 1.41 -0.22  2.1488
C 1.24 0.17 0.69  -0.7515
C 2.55 -0.65 0.80  -1.9685
C 3.54 -0.90 -0.36  -0.3587
C 3.67 -2.44 -0.61  -0.8659
O 4.26 -2.73 -1.88  -0.4254
C 3.41 -3.58 -2.62  0.4471
O 3.28 -3.34 -3.76  -0.4181
O 1.46 1.09 -1.56  -0.4383
S 0.80 -0.10 -2.39  1.5628
O 1.03 -1.46 -1.95  -0.6530
O 1.35 0.02 -3.70  -0.8125
C -1.02 0.16 -2.45  1.0224
N -1.30 0.37 -3.90  -0.5076
C -1.92 -1.08 -2.14  -1.2733
C -1.82 -1.83 -0.80  -0.6272
C -1.34 1.48 -1.66  -1.1799
N -1.46 2.69 -2.50  -0.8424
C -0.51 3.07 -3.13  0.5094
S 0.54 3.35 -4.26  -0.2983
C -0.61 1.69 -0.24  2.0595
S -1.10 3.49 0.08  -0.4424
C -1.42 1.04 0.94  -1.8726
N -1.11 1.66 2.28  -0.2002
C -2.42 1.79 3.01  -0.6122
H 5.60 1.62 1.22  0.3335
H 6.06 0.89 -0.38  0.3264
H 6.49 2.56 -0.05  0.3510
H 4.03 1.54 -1.32  0.0624
H 4.60 3.18 -1.04  0.5884
H 3.41 1.75 1.47  0.6835
H 3.59 3.43 1.04  0.6327
H 1.40 3.15 1.10  0.4230
H 1.10 4.37 -1.16  0.2391
H 2.31 3.33 -1.93  0.2441
H 2.77 4.43 -0.64  0.5332
H 1.01 0.49 1.72  0.1091
H 0.48 -0.58 0.39  -0.3393
H 2.25 -1.66 1.16  0.8639
H 3.13 -0.28 1.67  0.7184
H 4.55 -0.60 -0.02  0.2882
H 3.37 -0.46 -1.35  0.3170
H 4.21 -2.87 0.26  0.3130
H 2.64 -2.84 -0.54  0.3759
H 2.86 -4.46 -2.19  0.1816
H -1.03 -0.45 -4.43  0.3547
H -2.28 0.60 -4.01  0.3090
H -2.98 -0.73 -2.27  0.1643
H -1.78 -1.82 -2.95  0.3406
H -0.82 -2.04 -0.41  0.1575
H -2.48 -1.34 -0.07  -0.0142
H -2.30 -2.82 -0.94  0.4773
H -2.39 1.31 -1.34  0.8025
H -0.55 3.86 1.25  0.2176
H -1.33 -0.05 1.08  -0.2240
H -2.49 1.25 0.78  0.7315
H -0.61 0.98 2.85  0.3111
H -2.16 1.99 4.06  0.4673
H -2.88 0.78 3.00  -0.1473
H -3.06 2.56 2.55  0.3465
Cl 4.11 -5.38 2.62  -0.1598
C 4.30 -5.97 0.97  -0.3298
Cl 3.03 -5.34 -0.09  -0.1101
H 5.26 -5.64 0.59  0.2473
H 4.26 -7.05 0.97  0.3550
Cl -3.11 -1.36 2.51  -0.0377
C -4.58 -2.30 2.78  -0.5171
Cl -5.97 -1.48 2.08  -0.1517
H -4.46 -3.27 2.31  0.3398
H -4.74 -2.43 3.85  0.3846
Cl -8.34 -1.17 -2.16  -0.1642
C -7.02 -2.15 -1.51  0.2854
Cl -5.55 -1.98 -2.47  -0.1253
H -6.82 -1.83 -0.49  -0.2624
H -7.33 -3.19 -1.51  0.2913
Cl -4.64 1.02 5.01  -0.1169
C -5.81 2.34 4.88  -0.3125
Cl -6.72 2.25 3.37  -0.1411
H -6.50 2.28 5.71  0.3350
H -5.28 3.29 4.91  0.2597

Summary:
* energy: -6318.5363 Eh
* charge: 0
* lowest unoccupied orbital energy: 0.138 eV
* gap between HOMO and LUMO: 8.8 eV
* HOMO energy: -8.6 eV